1.
A structure of composition C34H38Cl4N5O9RbS3 at a distorted geometry, computed with ωB97M-V with the def2-TZVPD basis set.

Summary:
ΔE to the lowest compared entry with this formula, charge and spin   132.58 kJ/mol
Kohn-Sham gap   6.989 eV
HOMO energy   -3.83 eV
Total charge   -2
E_LUMO   3.2 eV

Cartesian coordinates (Å):
C (-2.958, -2.231, -0.993)
H (2.870, 3.866, 0.495)
C (0.761, 3.880, -1.970)
C (3.344, -3.466, 4.948)
C (2.635, -2.714, 2.656)
S (4.029, 4.532, -4.232)
C (-5.558, 1.946, 0.539)
H (-4.000, -2.583, -1.024)
H (3.649, -1.566, -2.089)
Cl (-2.025, -1.280, 2.519)
C (5.030, -4.968, 5.242)
O (6.354, -7.183, 5.180)
C (4.520, 0.957, -6.046)
C (5.270, 2.097, -3.711)
H (-2.091, -4.183, -1.252)
C (-3.587, -1.762, 3.114)
N (1.217, 3.798, -0.724)
C (-2.947, -0.466, -2.589)
O (1.905, 0.978, -1.776)
H (6.223, 0.204, -3.396)
H (-1.674, 3.461, 2.365)
H (-3.763, -1.258, 4.056)
N (4.359, -4.152, 4.428)
H (5.596, 2.507, -2.765)
S (6.458, -5.877, 4.562)
H (-2.159, -0.499, -4.602)
C (1.820, -1.506, 4.530)
H (3.617, -0.177, -3.208)
O (1.187, -1.078, -1.197)
C (1.952, -0.283, -1.820)
C (-2.029, -3.340, -0.560)
H (1.770, -1.297, 5.591)
C (4.489, 2.844, -4.580)
C (5.626, 0.806, -4.071)
H (-0.303, 3.704, -2.099)
C (3.010, -0.925, -2.701)
H (1.888, -1.970, 0.766)
C (1.889, -1.863, 1.847)
H (-7.563, 1.461, 1.095)
H (-4.442, 2.376, -2.620)
H (4.225, 0.478, -6.973)
C (3.750, -4.475, 7.035)
C (-7.366, 1.626, -1.038)
C (4.098, 2.250, -5.771)
C (2.939, 4.264, -2.853)
C (-8.805, 1.273, -1.311)
H (-0.987, -0.045, -3.360)
H (4.478, 4.308, -1.346)
Cl (-1.641, 2.199, 4.373)
H (-2.921, -1.392, -0.287)
H (-2.884, 0.180, -1.709)
C (1.578, 4.123, -3.065)
H (-2.292, -3.689, 0.441)
O (-2.559, -1.791, -2.281)
C (2.984, -3.609, 6.278)
C (3.423, 4.192, -1.555)
H (-5.187, 1.964, 1.556)
C (-0.918, 3.250, 3.115)
H (3.242, -3.502, 2.230)
C (2.523, 3.955, -0.529)
H (-4.336, -1.492, 2.379)
N (1.130, -0.871, 2.328)
H (3.471, 2.786, -6.471)
O (-2.287, 2.611, -1.407)
C (2.593, -2.549, 4.032)
O (-3.006, 3.783, 0.624)
H (-8.965, 0.192, -1.268)
H (-0.562, 4.142, 3.613)
N (4.774, -5.157, 6.544)
H (2.523, -1.569, -3.436)
H (0.507, 0.112, 4.022)
H (-9.471, 1.729, -0.576)
H (2.137, -3.093, 6.708)
C (-6.885, 1.662, 0.272)
O (7.575, -5.072, 5.026)
H (3.525, -4.630, 8.087)
H (-9.114, 1.610, -2.302)
C (-2.029, 0.057, -3.671)
O (6.246, -5.861, 3.131)
H (-0.996, -2.988, -0.548)
C (-5.139, 2.178, -1.816)
Rb (-0.291, 0.850, -0.302)
Cl (0.471, 2.501, 2.314)
H (-2.230, 1.115, -3.854)
N (5.279, 0.233, -5.225)
S (-2.983, 2.537, -0.121)
C (-4.680, 2.203, -0.510)
C (1.118, -0.703, 3.650)
Cl (-3.723, -3.521, 3.403)
C (-6.477, 1.891, -2.071)
H (-3.994, -0.441, -2.926)
H (-6.831, 1.866, -3.097)
H (1.168, 4.152, -4.066)
O (-2.562, 1.389, 0.681)

The molecule's Löwdin atomic charges, reported in e, are given here: atom 1 (C): -0.28, atom 2 (H): 0.10, atom 3 (C): -0.14, atom 4 (C): -0.22, atom 5 (C): 0.01, atom 6 (S): 0.96, atom 7 (C): -0.05, atom 8 (H): 0.12, atom 9 (H): 0.08, atom 10 (Cl): 0.63, atom 11 (C): -0.34, atom 12 (O): -0.38, atom 13 (C): -0.15, atom 14 (C): -0.07, atom 15 (H): 0.08, atom 16 (C): -1.00, atom 17 (N): 0.06, atom 18 (C): -0.29, atom 19 (O): -0.18, atom 20 (H): 0.11, atom 21 (H): -0.01, atom 22 (H): 0.02, atom 23 (N): 0.17, atom 24 (H): 0.10, atom 25 (S): 0.38, atom 26 (H): 0.07, atom 27 (C): -0.02, atom 28 (H): 0.03, atom 29 (O): -0.23, atom 30 (C): -0.79, atom 31 (C): -0.07, atom 32 (H): 0.10, atom 33 (C): -0.51, atom 34 (C): -0.16, atom 35 (H): 0.09, atom 36 (C): -0.01, atom 37 (H): 0.09, atom 38 (C): -0.10, atom 39 (H): 0.11, atom 40 (H): 0.11, atom 41 (H): 0.10, atom 42 (C): -0.14, atom 43 (C): -0.29, atom 44 (C): -0.09, atom 45 (C): -0.53, atom 46 (C): -0.06, atom 47 (H): 0.08, atom 48 (H): 0.10, atom 49 (Cl): 0.49, atom 50 (H): 0.09, atom 51 (H): 0.07, atom 52 (C): -0.07, atom 53 (H): 0.05, atom 54 (O): -0.15, atom 55 (C): -0.02, atom 56 (C): -0.08, atom 57 (H): 0.12, atom 58 (C): -0.94, atom 59 (H): 0.12, atom 60 (C): -0.14, atom 61 (H): 0.02, atom 62 (N): 0.03, atom 63 (H): 0.10, atom 64 (O): -0.41, atom 65 (C): -0.15, atom 66 (O): -0.33, atom 67 (H): 0.08, atom 68 (H): 0.02, atom 69 (N): 0.11, atom 70 (H): 0.08, atom 71 (H): 0.05, atom 72 (H): 0.07, atom 73 (H): 0.09, atom 74 (C): -0.05, atom 75 (O): -0.37, atom 76 (H): 0.10, atom 77 (H): 0.07, atom 78 (C): -0.05, atom 79 (O): -0.37, atom 80 (H): 0.08, atom 81 (C): -0.05, atom 82 (Rb): 0.94, atom 83 (Cl): 0.55, atom 84 (H): 0.07, atom 85 (N): 0.06, atom 86 (S): 0.38, atom 87 (C): -0.26, atom 88 (C): -0.20, atom 89 (Cl): 0.48, atom 90 (C): -0.04, atom 91 (H): 0.12, atom 92 (H): 0.11, atom 93 (H): 0.11, atom 94 (O): -0.55

2.
An isolated molecule of C5H6O at a distorted geometry, computed with ωB97M-V with the def2-TZVPD basis set.

Summary:
ΔE to the lowest compared entry with this formula, charge and spin   82.44 kJ/mol
Kohn-Sham gap   9.669 eV
HOMO energy   -8.54 eV
E_LUMO   1.1 eV

Cartesian coordinates (Å):
H (2.410, 0.813, -0.497)
C (-0.420, 0.997, 0.010)
H (2.085, -0.934, -0.739)
C (0.422, -0.045, 0.022)
H (2.384, -0.358, 0.958)
H (-2.213, -1.789, -0.061)
C (1.909, -0.170, 0.020)
C (-1.606, -0.897, -0.043)
H (-2.778, 0.975, 0.148)
C (-1.809, 0.491, -0.011)
O (-0.262, -1.165, 0.080)
H (-0.121, 2.083, 0.114)

The molecule's Löwdin atomic charges, reported in e, are given here: atom 1 (H): 0.14, atom 2 (C): -0.06, atom 3 (H): 0.08, atom 4 (C): -0.42, atom 5 (H): 0.06, atom 6 (H): 0.11, atom 7 (C): -0.01, atom 8 (C): -0.10, atom 9 (H): 0.10, atom 10 (C): -0.04, atom 11 (O): 0.01, atom 12 (H): 0.12

3.
A structure of composition C26H36N3O4ReSi, computed with ωB97M-V with the def2-TZVPD basis set.

Summary:
ΔE to the lowest compared entry with this formula, charge and spin   19.82 kJ/mol
Multiplicity   4
Kohn-Sham gap (alpha / beta)   7.551 / 7.614 eV
HOMO energy (alpha / beta)   -11.41 / -11.89 eV
Total charge   +1
E_LUMO (alpha / beta)   -3.9 / -4.3 eV

Cartesian coordinates (Å):
H (-2.680, -2.911, 0.739)
Re (1.122, 0.316, -0.733)
C (-2.429, 2.181, -0.816)
H (-1.210, -1.673, 3.118)
H (-2.678, 0.073, 2.976)
C (1.225, 4.380, 0.613)
C (-3.925, 0.288, -1.416)
C (1.155, 4.224, -0.774)
H (0.108, -3.934, -1.430)
H (-2.675, -2.040, -2.962)
O (1.784, -0.952, 0.650)
H (-4.352, 0.302, -0.414)
H (1.316, 7.723, 0.737)
H (-2.907, -2.982, -1.492)
H (1.342, 5.750, 2.261)
C (-2.097, 0.971, -2.929)
H (5.736, -4.833, 1.893)
C (1.141, 5.301, -1.636)
H (-3.391, -2.160, 2.160)
H (-4.530, 0.960, -2.033)
N (3.628, -1.240, -0.618)
C (-1.893, -0.923, 1.229)
H (4.953, -4.568, 4.222)
H (-1.092, 1.365, -3.068)
H (-1.457, 2.657, -0.929)
H (1.189, 7.442, -1.688)
C (1.097, 2.781, -0.983)
H (-3.153, 2.817, -1.334)
C (-2.417, 0.334, 1.946)
N (1.136, 2.108, 0.178)
H (-3.881, -1.632, 0.556)
H (-0.941, -3.606, -0.056)
C (3.069, -2.167, 2.759)
C (4.994, -4.085, 2.134)
H (-4.039, -0.717, -1.824)
H (1.074, -1.447, -2.292)
H (-0.259, -0.807, -3.313)
H (2.333, -1.411, 2.990)
H (-1.879, -3.597, -2.782)
C (3.529, -2.339, 1.466)
C (0.058, -1.645, -2.696)
H (1.085, 5.172, -2.708)
O (2.987, -0.472, -1.424)
Si (-1.304, -0.482, -0.539)
C (-2.175, -2.688, -2.247)
O (1.256, 2.731, 2.419)
C (-0.251, -3.144, -0.762)
H (0.273, -2.485, -3.366)
C (-0.790, -1.500, 2.122)
C (1.287, 5.628, 1.188)
H (3.250, -2.863, 4.770)
C (-0.937, -2.054, -1.599)
H (-0.405, -2.455, 1.760)
H (-1.667, 1.128, 1.992)
C (3.593, -2.982, 3.752)
O (0.991, 2.031, -2.002)
H (-3.316, 0.736, 1.483)
N (2.996, -1.482, 0.440)
H (-2.786, 1.703, -3.360)
H (-2.682, 2.191, 0.241)
H (0.051, -0.814, 2.237)
C (-2.466, 0.779, -1.447)
C (1.214, 3.027, 1.266)
C (4.551, -3.935, 3.442)
C (1.200, 6.565, -1.055)
H (4.810, -3.403, 0.102)
H (-2.199, 0.062, -3.516)
C (4.482, -3.289, 1.124)
C (-3.028, -1.961, 1.147)
H (0.606, -2.771, -0.196)
C (1.272, 6.724, 0.324)

The molecule's Löwdin atomic charges, reported in e, are given here: atom 1 (H): 0.06, atom 2 (Re): 1.59, atom 3 (C): -0.09, atom 4 (H): 0.09, atom 5 (H): 0.09, atom 6 (C): -0.07, atom 7 (C): -0.08, atom 8 (C): -0.09, atom 9 (H): 0.10, atom 10 (H): 0.07, atom 11 (O): -0.27, atom 12 (H): 0.07, atom 13 (H): 0.12, atom 14 (H): 0.08, atom 15 (H): 0.13, atom 16 (C): -0.10, atom 17 (H): 0.12, atom 18 (C): 0.03, atom 19 (H): 0.10, atom 20 (H): 0.09, atom 21 (N): 0.05, atom 22 (C): -0.62, atom 23 (H): 0.11, atom 24 (H): 0.06, atom 25 (H): 0.06, atom 26 (H): 0.12, atom 27 (C): -0.43, atom 28 (H): 0.10, atom 29 (C): -0.09, atom 30 (N): -0.02, atom 31 (H): 0.07, atom 32 (H): 0.07, atom 33 (C): 0.00, atom 34 (C): -0.05, atom 35 (H): 0.07, atom 36 (H): 0.04, atom 37 (H): 0.07, atom 38 (H): 0.11, atom 39 (H): 0.10, atom 40 (C): -0.17, atom 41 (C): -0.11, atom 42 (H): 0.13, atom 43 (O): -0.22, atom 44 (Si): 0.79, atom 45 (C): -0.08, atom 46 (O): 0.17, atom 47 (C): -0.09, atom 48 (H): 0.11, atom 49 (C): -0.11, atom 50 (C): 0.03, atom 51 (H): 0.12, atom 52 (C): -0.63, atom 53 (H): 0.07, atom 54 (H): 0.08, atom 55 (C): -0.05, atom 56 (O): -0.07, atom 57 (H): 0.06, atom 58 (N): -0.15, atom 59 (H): 0.09, atom 60 (H): 0.06, atom 61 (H): 0.06, atom 62 (C): -0.61, atom 63 (C): -0.36, atom 64 (C): -0.06, atom 65 (C): -0.04, atom 66 (H): 0.12, atom 67 (H): 0.07, atom 68 (C): -0.01, atom 69 (C): -0.08, atom 70 (H): 0.05, atom 71 (C): -0.03

4.
The ion C5H10N with charge +1 at a distorted geometry, computed with ωB97M-V with the def2-TZVPD basis set.

Summary:
ΔE to the lowest compared entry with this formula, charge and spin   266.75 kJ/mol
Kohn-Sham gap   8.593 eV
HOMO energy   -13.60 eV
Total charge   +1
E_LUMO   -5.0 eV

Cartesian coordinates (Å):
N (2.367, 0.089, -0.120)
C (0.840, 0.642, -0.202)
C (-2.989, -0.431, -0.278)
H (-0.392, -0.762, 1.244)
H (0.696, 0.702, -1.266)
C (2.961, -0.179, 0.968)
C (-0.555, -0.118, 0.431)
H (-2.885, -1.043, -1.257)
H (2.740, 0.091, -1.041)
H (-3.801, 0.189, -0.381)
C (-1.619, 0.174, -0.307)
H (0.954, 1.717, 0.243)
H (2.218, 0.056, 1.741)
H (-1.437, 0.710, -1.227)
H (-3.102, -1.235, 0.417)
H (4.003, -0.602, 1.033)

The molecule's Löwdin atomic charges, reported in e, are given here: atom 1 (N): 0.05, atom 2 (C): -0.03, atom 3 (C): -0.06, atom 4 (H): 0.07, atom 5 (H): 0.08, atom 6 (C): 0.16, atom 7 (C): -0.03, atom 8 (H): 0.13, atom 9 (H): 0.15, atom 10 (H): 0.05, atom 11 (C): -0.18, atom 12 (H): 0.15, atom 13 (H): 0.13, atom 14 (H): 0.11, atom 15 (H): 0.07, atom 16 (H): 0.15

5.
A structure of composition FH3OSi at a distorted geometry, computed with ωB97M-V with the def2-TZVPD basis set.

Summary:
ΔE to the lowest compared entry with this formula, charge and spin   754.01 kJ/mol
Kohn-Sham gap   9.330 eV
HOMO energy   -9.93 eV
E_LUMO   -0.6 eV

Cartesian coordinates (Å):
H (0.686, 0.120, -1.450)
O (-1.346, -0.555, 0.371)
Si (0.756, 0.085, -0.038)
F (-2.197, 0.397, -0.247)
H (0.913, -1.258, 0.582)
H (1.188, 1.212, 0.781)

The molecule's Löwdin atomic charges, reported in e, are given here: atom 1 (H): -0.10, atom 2 (O): -0.35, atom 3 (Si): 0.86, atom 4 (F): -0.25, atom 5 (H): -0.07, atom 6 (H): -0.10

6.
An isolated molecule of C8H10N2O2 at a distorted geometry, computed with ωB97M-V with the def2-TZVPD basis set.

Summary:
ΔE to the lowest compared entry with this formula, charge and spin   327.80 kJ/mol
Kohn-Sham gap   9.717 eV
HOMO energy   -8.97 eV
E_LUMO   0.7 eV

Cartesian coordinates (Å):
O (0.378, -0.164, -2.075)
H (-0.934, -2.972, 1.083)
C (1.449, 2.418, 0.049)
H (-0.069, 0.515, 2.423)
H (1.206, 2.817, 2.084)
O (-2.252, -1.348, 0.075)
H (-0.738, -0.388, -3.748)
H (-1.558, 0.689, -2.471)
H (2.110, 3.390, -0.056)
N (-0.493, -2.030, 1.262)
C (1.254, 1.646, -1.075)
H (1.712, 1.813, -1.996)
H (-1.464, -1.153, -2.390)
H (1.197, -2.768, 2.272)
C (-0.208, 0.205, 0.279)
H (1.444, -1.379, 1.662)
C (-1.109, -1.093, 0.551)
C (0.101, 0.894, 1.417)
C (0.857, 2.096, 1.265)
C (-0.937, -0.245, -2.667)
N (0.652, -1.889, 2.116)
C (0.420, 0.572, -0.904)

The molecule's Löwdin atomic charges, reported in e, are given here: atom 1 (O): -0.11, atom 2 (H): 0.18, atom 3 (C): -0.10, atom 4 (H): 0.11, atom 5 (H): 0.12, atom 6 (O): 0.00, atom 7 (H): 0.09, atom 8 (H): 0.12, atom 9 (H): 0.14, atom 10 (N): -0.01, atom 11 (C): -0.01, atom 12 (H): 0.11, atom 13 (H): 0.07, atom 14 (H): 0.10, atom 15 (C): -0.07, atom 16 (H): 0.10, atom 17 (C): -0.39, atom 18 (C): -0.06, atom 19 (C): -0.08, atom 20 (C): -0.06, atom 21 (N): 0.02, atom 22 (C): -0.26